1.
The following is a DFT calculation (the ωB97M-V functional and the def2-TZVPD basis) of a gas-phase ion, C17H28N3O3S2 (charge +1) at a distorted geometry.

Positions of all 53 atoms, in Å:
S1 -2.91921 -0.17107 0.86982
C1 -3.36440 -1.78683 0.03089
H1 -2.63342 1.74273 -1.91387
H2 -0.49172 -2.87683 3.24438
S2 -4.76394 -2.03228 -0.95092
H3 -3.13685 3.11506 1.03302
C2 2.13819 1.11719 0.27398
H4 -2.88570 -2.78795 2.32469
H5 -0.48999 0.28788 -2.23743
H6 -2.12546 -2.09520 -2.75468
H7 -4.82961 1.35228 1.32759
H8 6.40416 -2.03607 0.33795
H9 5.16678 1.95235 0.52941
H10 6.56805 0.12593 -0.82570
O1 -1.08589 5.47457 0.77633
H11 4.50553 -2.07877 0.29394
H12 4.11684 1.74675 -1.03476
H13 1.41659 -1.11938 -2.18020
H14 -0.59982 -1.40195 2.07628
C3 -1.24985 -2.90929 -0.74458
C4 -3.45740 2.62168 0.02159
H15 -0.66881 -1.88818 -0.65885
C5 5.45305 -0.13845 -0.58538
O2 3.46109 0.63394 0.72695
H16 2.07516 2.92839 1.98313
H17 2.49260 -1.23224 -0.81940
H18 -2.02124 -4.39512 1.83629
C6 1.50444 2.40472 1.07711
H19 -2.22105 3.57828 -1.77916
N1 1.37433 0.45539 -0.89158
C7 -2.05376 -3.23994 1.62395
H20 0.32397 -3.05619 1.55468
H21 -4.87986 0.82192 -0.48243
H22 5.47823 -1.01258 1.63536
C8 5.43556 -1.36692 0.50080
C9 -0.62215 -2.59321 2.09209
N2 -2.44043 -2.97454 0.18594
C10 -4.13329 1.17047 0.37506
H23 -1.92412 5.70250 1.31368
C11 -1.70709 -3.13239 -2.33779
H24 -0.81294 -3.49560 -3.00448
H25 -4.33868 3.30174 -0.40915
H26 4.89863 -0.53379 -1.56543
C12 -2.30013 2.58738 -1.13895
C13 -0.60397 4.22716 1.39915
C14 -0.79830 2.18751 -0.60904
C15 0.01919 2.92958 0.60321
C16 4.55295 1.17692 -0.09689
H27 -2.63185 -3.88202 -2.42564
H28 -0.56051 -3.83114 -0.49596
O3 -0.65519 4.11730 2.75568
C17 -0.01266 0.91210 -1.34575
N3 2.03397 -0.60380 -1.51488

E, eV: -50344.7573
Total charge: +1
HOMO energy, eV: -11.01
Kohn-Sham gap, eV: 6.0
2S+1: 1

natural (NBO) atomic charge list, values in e, 5 entries: 0.21 -0.07 0.25 0.24 0.03

2.
The following is a DFT calculation (the ωB97M-V functional and the def2-TZVPD basis) of a molecular structure, C17H28N3O6PPtS3.

Positions of all 59 atoms, in Å:
O1 -0.07510 -0.11264 3.39122
C1 -2.11785 -2.98244 0.33162
H1 2.36983 -0.01923 1.10544
H2 1.79375 1.14841 -4.29719
H3 -0.56757 3.61087 4.71866
H4 -0.79348 0.02103 -3.14847
H5 0.05074 -0.60823 -4.57332
H6 4.29890 -1.40276 0.33998
N1 -1.89298 -3.19001 -0.96611
O2 -3.17328 1.09186 -0.09968
C2 1.17472 0.85418 -3.44312
O3 2.93177 -1.63342 -1.09416
H7 0.46020 2.85673 -3.12271
H8 -3.14498 4.64464 1.39435
C3 4.83529 -0.18988 -1.34163
P1 1.51002 -1.32616 -1.80285
C4 -2.96723 2.35562 0.00330
H9 1.90400 2.44370 -2.17573
N2 -0.13234 1.18709 3.89557
H10 5.57339 0.40991 -0.80276
H11 -0.58324 1.35267 1.16660
S1 0.11443 -0.74382 -0.54483
C5 -2.45852 3.94987 1.86106
C6 -1.33304 1.76794 1.86082
H12 -1.99921 -0.24492 4.13129
H13 -1.34059 -1.71033 3.42422
H14 3.87548 0.90713 0.97900
Pt1 -2.34909 -0.02151 1.56424
C7 -1.81429 4.25870 3.11877
O4 0.45906 1.37001 5.01479
H15 4.34380 0.43289 -2.08816
H16 0.50201 -4.42872 1.78505
H17 -1.99962 5.22478 3.57967
C8 -1.46201 -0.63174 3.25535
C9 -2.52975 -2.40810 -2.01789
C10 3.79835 -0.73915 -0.37181
C11 -0.12994 0.28241 -3.97213
H18 -3.27348 -1.74980 -1.57836
S2 -3.48112 -2.11046 0.93952
H19 -3.00175 -3.07048 -2.74581
H20 -1.34238 -3.11489 2.12069
H21 -1.76017 -1.81293 -2.50838
C12 3.11305 0.36664 0.41113
H22 -0.62445 1.04234 -4.58191
N3 -1.27906 -3.55560 1.21529
C13 0.00177 -4.14236 0.86230
H23 0.31697 1.80420 -1.70739
H24 -0.14614 -5.03933 0.25657
O5 -3.35138 3.21662 -0.78802
H25 0.63714 -3.43986 0.32280
C14 -0.79057 2.06766 3.19532
H26 2.61067 1.06882 -0.25304
O6 2.00326 -0.11575 -2.77016
H27 5.34567 -1.00524 -1.85598
C15 -2.21225 2.76911 1.26324
C16 0.95243 2.06467 -2.55344
S3 1.10876 -2.95979 -2.86170
C17 -1.02075 3.38277 3.76536
H28 -0.93787 -3.44374 -1.20647

E, eV: -79882.2434
Total charge: -2
HOMO energy (alpha / beta), eV: -1.08 / -1.08
Kohn-Sham gap (alpha / beta), eV: 5.6 / 5.6
2S+1: 1
Energy relative to the best compared isomer or geometry (same formula, charge and spin), kJ/mol: 27.0

natural (NBO) atomic charge list, values in e, 5 entries: -0.41 0.41 0.25 0.16 0.22

3.
The following is a DFT calculation (the ωB97M-V functional and the def2-TZVPD basis) of a gas-phase ion, C17H28N6O2P (charge +1) at a distorted geometry.

Positions of all 54 atoms, in Å:
C1 2.56748 1.50825 -0.89399
C2 0.47494 0.13368 -0.70267
C3 -1.57649 2.55970 -0.05312
H1 3.69147 -3.06244 1.84487
H2 3.21703 -4.14825 0.51210
H3 2.33561 0.72381 3.57510
H4 -2.32261 -1.48668 0.72083
H5 4.49475 1.12535 -2.68932
O1 -2.14884 1.36423 0.45355
H6 0.86569 -0.12932 4.10264
C4 1.46234 0.16732 3.23304
H7 0.95353 -0.44553 -1.49759
H8 -3.95657 0.37626 -2.74703
C5 2.86513 -3.38409 1.20258
H9 -2.06123 4.60595 -0.46668
C6 1.87857 -1.14202 2.51576
H10 2.90973 -1.32680 2.81917
H11 -3.04030 -3.76315 -2.84674
C7 -3.52020 -1.69635 -2.93633
C8 -3.17364 -0.39506 -0.92310
C9 -0.30890 2.81156 0.79278
N1 0.94842 2.45481 0.12458
C10 -3.57349 -0.51013 -2.24103
H12 -2.54620 4.09146 1.19161
O2 2.27872 -2.31393 -0.81819
H13 4.69631 -1.24630 -0.70838
N2 1.31425 1.32260 -0.50699
N3 4.74211 -0.23288 -0.72126
H14 1.25229 -1.97872 2.85027
H15 -3.67725 1.66805 -1.00091
H16 -1.34590 2.43848 -1.12413
H17 -3.85497 -1.68946 -3.96919
H18 -0.24191 -0.44776 1.27862
N4 1.95034 3.26558 0.10721
H19 -3.49069 3.62749 -0.23875
C11 -2.61192 -2.71394 -0.99687
C12 -3.04763 -2.82782 -2.29673
C13 -2.66730 -1.52658 -0.31002
H20 -4.12769 0.86819 0.49188
C14 2.30873 -2.20728 0.40065
N5 2.97093 2.74763 -0.51004
P1 3.74524 0.35490 -1.77176
C15 0.47298 -0.79391 0.52844
C16 -3.32194 0.95312 -0.25255
H21 -0.24280 3.88259 0.99170
H22 2.08660 -3.79148 1.85737
H23 0.80590 0.79206 2.62144
H24 -2.22419 -3.61797 -0.53190
H25 -0.38329 2.32552 1.77018
H26 3.01827 -0.66691 -2.41976
H27 -0.53164 0.35299 -1.06052
H28 0.08046 -1.74837 0.15166
C17 -2.47991 3.79421 0.14135
N6 1.83831 -1.02504 1.03868

E, eV: -40397.7078
Total charge: +1
HOMO energy, eV: -11.88
Kohn-Sham gap, eV: 8.1
2S+1: 1
Energy relative to the best compared isomer or geometry (same formula, charge and spin), kJ/mol: 0.0
SMILES: CCN(CCn1c([PH2]=N)nn[n+]1C[C@H](C)OCc1ccccc1)C(C)=O

natural (NBO) atomic charge list, values in e, 5 entries: 0.10 -0.27 0.09 0.25 0.26

4.
The following is a DFT calculation (the ωB97M-V functional and the def2-TZVPD basis) of a molecular structure, C17H28NO2P2SeTi at a distorted geometry.

Positions of all 52 atoms, in Å:
H1 -0.24796 4.91840 -0.90222
C1 1.10079 -1.41421 -2.31535
C2 -2.50211 -0.66872 -1.77900
H2 -3.45758 0.04687 1.02948
C3 3.71635 -0.02113 0.76447
C4 1.09844 -2.34926 -3.33430
H3 -2.64928 -0.79392 5.13806
H4 4.48233 -0.80011 0.65470
C5 -3.47712 0.95433 0.40877
H5 1.72078 -2.28859 1.82395
Se1 0.11015 1.78596 1.74503
H6 1.15122 -2.85206 0.22597
C6 -1.24242 -1.28007 -2.33734
H7 4.01492 0.88098 0.21148
H8 -0.72915 -2.07976 6.08295
C7 -0.14852 0.43628 3.16787
H9 -2.27053 -2.50900 -3.73288
H10 -1.91879 2.07420 -2.94285
C8 -1.44033 0.24607 3.67779
H11 2.06258 -2.71148 -3.68766
H12 -3.20854 -0.46112 -2.59618
H13 -0.30389 3.58305 -0.00314
H14 -2.41186 3.16047 -1.63083
H15 3.58730 0.23437 1.82616
C9 -0.56736 -1.38136 5.25862
C10 0.92774 -0.30783 3.67143
C11 -1.29379 -2.22926 -3.34799
C12 -2.56951 2.16677 -2.06511
H16 2.66555 0.09030 -2.15779
P1 -2.17645 0.87036 -0.84733
C13 2.37981 -0.89054 -1.69369
N1 -0.05069 -0.88557 -1.83742
H17 3.20965 -1.59548 -1.83085
H18 0.72792 3.05209 -1.54648
Ti1 0.22730 0.72968 -0.44744
C14 0.71665 -1.21795 4.71882
H19 2.90608 -2.87323 0.60479
H20 -2.27138 0.80026 3.24635
H21 1.55223 -1.79827 5.10969
H22 1.97897 2.03427 -2.14956
C15 -1.64816 -0.65525 4.73173
H23 -3.00458 -1.38130 -1.10466
O1 -0.24830 3.94264 -0.93209
O2 1.12982 2.06311 -1.67500
P2 2.15050 -0.65311 0.12921
C16 1.96284 -2.33312 0.75445
C17 -0.11864 -2.77041 -3.85426
H24 1.92102 -0.17585 3.24279
H25 -3.29754 1.82254 1.05809
H26 -0.14097 -3.50555 -4.64951
H27 -4.47187 1.05178 -0.05253
H28 -3.61130 2.06573 -2.38900

E, eV: -130695.8472
Total charge: +2
HOMO energy (alpha / beta), eV: -13.94 / -14.05
Kohn-Sham gap (alpha / beta), eV: 7.2 / 7.5
2S+1: 2
⟨S²⟩: 0.757
Energy relative to the best compared isomer or geometry (same formula, charge and spin), kJ/mol: 0.0

natural (NBO) atomic charge list, values in e, 5 entries: 0.54 0.24 -0.76 0.26 -0.93